# 1
39
Properties=species:S:1:pos:R:3:forces:R:3:mulliken_charge:R:1 method="wB97M-V/def2-TZVPD" charge=0 de_lowest_ev=7.764
O 1.9454 -1.3298 0.5929 1.5 0.8 2.2 -0.91
H 1.4874 -2.0310 0.1575 -1.0 -0.8 0.0 0.37
H 1.4115 -1.0055 1.3757 0.6 -1.0 -1.1 0.33
O 1.5709 2.0535 -2.3788 -4.9 -0.2 0.4 -0.67
H 1.0336 1.6841 -1.5952 1.1 0.6 -1.2 0.36
H 2.4299 1.8745 -2.1707 3.6 -0.7 0.9 0.30
O 0.6320 0.5951 0.0310 0.2 1.2 0.3 -0.83
H 1.3452 -0.0698 -0.0636 -0.4 0.6 -0.1 0.55
H -0.2821 0.0050 0.1566 5.3 1.7 -1.8 0.09
O 4.5501 -1.3263 0.1795 2.3 -0.9 0.4 -0.62
H 3.6487 -1.2152 0.3387 -2.8 -0.4 1.2 0.44
H 4.6267 -0.7038 -0.5067 1.0 1.2 -1.6 0.29
O -0.3078 -1.1006 -2.2744 3.9 2.7 -0.4 -0.68
H -0.4598 -1.8774 -2.7601 -0.3 -1.4 -1.6 0.29
H 0.2557 -0.4419 -2.8764 -1.5 -2.3 1.9 0.36
O 0.4328 -0.1912 2.9145 -0.2 0.7 -9.0 -0.56
H 0.2727 -0.5469 3.6599 -1.6 -4.1 8.6 0.17
H 0.8107 0.6203 3.0213 1.8 3.5 0.5 0.29
O -1.9656 2.1598 -1.7417 0.3 5.7 -3.7 -0.62
H -1.3859 2.8723 -1.4192 -0.3 -0.4 -0.1 0.32
H -1.9392 1.5256 -1.1400 0.2 -4.5 4.1 0.35
O -2.1292 0.8296 2.1675 -2.7 0.0 -3.6 -0.62
H -2.6775 1.4034 2.6283 -0.9 1.6 1.6 0.27
H -1.3533 0.5532 2.5096 4.1 -0.8 3.1 0.23
O -0.2209 -2.4979 -0.0176 0.5 -2.4 1.8 -0.72
H -0.6683 -1.7803 -0.3756 -0.9 2.3 -0.1 0.50
H -0.0664 -2.8891 -0.8402 0.9 -2.1 -1.7 0.36
O -3.2248 -1.4264 1.4161 -7.6 -5.8 1.1 -0.55
H -2.7261 -0.7306 1.5404 3.3 5.5 1.6 0.35
H -4.0816 -1.2853 2.0435 3.3 -0.5 -2.4 0.29
O -1.3506 -0.3353 0.0201 -4.3 -0.1 -0.1 -0.88
H -2.1296 -0.8074 -0.3007 -0.5 0.2 0.4 0.46
H -1.4450 0.1730 0.8468 -1.8 0.0 -0.4 0.72
O 2.4793 2.6168 1.3160 0.5 0.0 0.5 -0.64
H 1.8881 1.9234 1.0704 -2.2 -0.5 -1.1 0.27
H 3.1652 1.9861 1.5116 1.5 0.3 0.5 0.34
O -2.2204 0.0412 -3.0550 -3.5 0.8 -2.4 -0.70
H -1.4811 -0.1784 -2.5772 1.9 -1.4 2.0 0.43
H -1.8709 0.8529 -3.4049 -0.7 1.1 -0.5 0.30

***

# 2
21
Properties=species:S:1:pos:R:3:forces:R:3:mulliken_charge:R:1 method="wB97M-V/def2-TZVPD" charge=0 de_lowest_ev=1.349
C 1.4870 -1.3477 -1.1439 -0.2 -0.1 0.0 -0.93
C 0.2363 -1.5119 -0.7145 0.2 0.0 -0.1 -0.09
C -0.8816 -0.5243 -0.8983 0.0 0.0 0.0 -0.43
C -1.6258 -0.2127 0.4051 0.0 0.0 0.1 -0.26
C -2.7949 0.7461 0.1948 0.0 0.0 0.0 -1.27
H 2.2524 -2.1027 -0.9853 -0.1 0.1 0.0 0.27
H 1.7910 -0.4490 -1.6795 -0.1 -0.1 0.1 0.32
H -0.0233 -2.4325 -0.1874 0.0 0.1 -0.1 0.28
H -1.6011 -0.9332 -1.6233 0.1 0.0 0.1 0.35
H -0.4880 0.4029 -1.3369 -0.1 -0.1 0.1 0.26
H -0.9205 0.2077 1.1353 -0.1 -0.1 -0.1 0.23
H -1.9956 -1.1512 0.8404 0.1 0.1 -0.1 0.32
H -3.3278 0.9360 1.1322 0.1 0.0 -0.1 0.36
H -3.5150 0.3348 -0.5230 0.1 0.1 0.1 0.31
H -2.4506 1.7102 -0.1970 0.0 -0.1 0.1 0.32
C 2.3984 1.3950 0.9050 0.1 0.4 -0.1 -0.47
O 2.4564 0.0869 1.4211 -0.2 -0.2 0.0 -0.53
H 3.3480 1.8845 1.1383 -0.1 0.0 0.0 0.27
H 1.5876 1.9898 1.3527 0.1 -0.1 0.0 0.23
H 2.2708 1.4126 -0.1877 0.0 0.0 0.2 0.18
H 1.7963 -0.4415 0.9520 0.1 0.0 0.1 0.30

***

# 3
61
Properties=species:S:1:pos:R:3:forces:R:3:mulliken_charge:R:1 method="wB97M-V/def2-TZVPD" charge=-1
F -5.3397 5.1783 -5.7075 1.4 0.0 1.1 -0.35
C -4.0437 4.9517 -5.0901 1.0 -0.1 -0.5 -0.02
C -2.8762 5.4212 -6.1035 -0.9 -1.3 1.2 -0.63
B -2.7362 4.1990 -7.2402 0.7 0.8 -0.1 0.24
C -1.3339 3.3381 -7.0674 0.7 0.2 -0.3 -0.92
C -1.1493 2.6544 -5.6280 1.1 0.4 0.1 -0.02
C -1.1625 1.0644 -5.6417 -1.2 2.2 -2.1 0.79
F -2.1220 0.6895 -6.6334 1.6 0.0 1.9 -0.33
F 0.0792 0.6001 -6.1157 -1.8 0.0 1.2 -0.31
C -1.6547 0.3772 -4.2895 -1.4 -1.5 -1.1 0.40
F -2.7184 1.0982 -3.7020 2.6 -1.3 -0.9 -0.26
F -2.2382 -0.8684 -4.6658 1.3 1.9 1.1 -0.34
C -0.5067 0.0044 -3.2455 -0.1 -1.8 0.4 0.64
F 0.3815 -0.9695 -3.7645 -1.7 2.0 0.7 -0.30
F -1.1619 -0.6542 -2.1700 1.4 1.7 -1.6 -0.32
C 0.3907 1.2192 -2.7470 -0.1 2.1 -0.8 0.52
F -0.4180 2.3743 -2.6078 1.3 -2.4 0.0 -0.29
F 1.3546 1.5779 -3.7138 -1.8 -1.3 2.0 -0.28
C 1.0992 1.0163 -1.3326 0.1 1.9 0.1 0.55
F 1.9322 2.1534 -1.1496 -1.3 -2.2 -0.3 -0.30
F 0.1219 1.0978 -0.3443 1.9 -0.8 -1.6 -0.28
C 2.0603 -0.2426 -1.2157 1.0 -2.1 -0.6 0.64
F 2.8924 -0.3907 -2.3490 -1.8 0.9 2.1 -0.27
F 1.3690 -1.4706 -1.1162 0.8 2.7 0.0 -0.27
C 3.0586 -0.2143 0.0417 1.3 -1.2 -0.1 0.45
F 3.6461 -1.5055 0.0763 -1.2 2.3 0.0 -0.28
F 4.1188 0.6758 -0.0989 -2.3 -1.3 0.3 -0.25
C 2.3508 -0.0263 1.4550 0.3 0.1 3.1 0.69
F 1.2142 -0.8277 1.6506 2.6 1.9 -0.8 -0.22
F 3.3175 -0.4315 2.4374 -2.2 0.8 -2.2 -0.27
F 2.0367 1.2898 1.7754 0.5 -2.8 -1.1 -0.22
H -3.9875 3.8200 -4.9190 -0.1 1.5 -0.4 0.04
H -3.9642 5.4274 -4.0584 -0.7 -0.1 -1.2 0.23
H -1.9108 5.4171 -5.4942 -1.1 0.5 -0.5 0.18
H -3.0854 6.4351 -6.5670 0.2 -1.1 0.9 0.23
H -2.6623 4.7600 -8.3014 0.1 0.1 -0.8 -0.26
H -3.7206 3.5246 -7.2601 -0.5 -0.5 0.2 -0.22
H -0.4809 4.1009 -7.1957 -0.9 -1.2 0.3 0.19
H -1.2380 2.6190 -7.9419 0.0 0.5 1.3 0.11
H -0.1172 2.9803 -5.2437 -1.4 -0.8 -0.3 0.21
H -1.9011 3.1142 -4.9096 0.8 -1.0 -0.8 0.08
C 1.8943 -2.7510 4.3939 0.0 0.1 0.1 -0.92
S 1.6776 -4.5126 4.7173 -0.1 0.1 0.1 0.42
O 0.5654 -4.6526 5.7048 0.2 0.1 -0.1 -0.56
C 3.2281 -4.7257 5.6165 0.1 0.0 0.1 -0.90
H 1.0153 -2.3794 3.8671 0.0 -0.2 0.0 0.30
H 2.0020 -2.2165 5.3396 0.0 -0.1 0.0 0.38
H 2.7776 -2.5988 3.7719 0.0 -0.1 0.0 0.33
H 3.2511 -4.0594 6.4808 -0.1 0.0 0.0 0.25
H 4.0663 -4.5094 4.9522 -0.1 0.0 0.0 0.37
H 3.2920 -5.7604 5.9542 -0.1 0.0 -0.1 0.32
C 0.3015 -3.9567 10.9534 -0.1 0.1 0.1 -0.97
S 0.6314 -3.6743 9.2004 0.0 0.1 -0.2 0.59
O 1.0066 -2.2367 9.0421 -0.1 -0.3 0.1 -0.63
C -1.0798 -3.8496 8.6586 -0.1 0.1 0.0 -0.94
H 1.2387 -3.8571 11.5015 0.0 0.0 -0.1 0.31
H -0.4141 -3.2192 11.3211 0.0 0.0 -0.1 0.30
H -0.0930 -4.9647 11.0914 0.0 0.0 -0.1 0.34
H -1.7084 -3.1186 9.1706 0.1 0.0 0.1 0.37
H -1.4275 -4.8614 8.8735 0.1 0.0 0.0 0.33
H -1.1196 -3.6744 7.5832 0.2 -0.1 0.1 0.29

***

Computed values of HOMO energy (unit: eV) for the preceding records, in sequence: -10.27 -9.93 -4.85.
Computed values of orbital gap (unit: eV) for the preceding records, in sequence: 9.88 10.99 6.49.